{
  "formula": "C23H29BFeN5",
  "method": "ωB97M-V with the def2-TZVPD basis set",
  "s_squared": 8.79,
  "multiplicity": 6,
  "e_lumo_ev": [0.03, -1.53],
  "species": ["Fe", "C", "C", "C", "N", "C", "C", "C", "C", "C", "C", "C", "N", "C", "C", "C", "N", "C", "C", "C", "C", "C", "C", "C", "N", "C", "C", "H", "H", "H", "H", "H", "H", "H", "H", "H", "H", "H", "H", "H", "H", "H", "H", "H", "H", "H", "H", "H", "H", "H", "H", "H", "H", "B", "C", "N", "H", "H", "H"],
  "positions_angstrom": [[0.1218, -0.2519, 0.3177], [3.8414, -0.7762, 1.5608], [2.9324, 0.1546, 2.3668], [2.6043, 1.4717, 1.6688], [1.3659, 1.4663, 0.8971], [0.9179, 2.6167, 0.4331], [1.6122, 3.8346, 0.6310], [1.4342, 5.0957, 0.0942], [0.5486, 5.5308, -0.8774], [-0.4608, 4.7760, -1.4559], [-0.8965, 3.5109, -1.1257], [-0.4165, 2.5623, -0.1932], [-1.1168, 1.5008, 0.1412], [-2.5071, 1.3831, -0.2378], [-3.0823, 0.0433, 0.1888], [-2.7116, -0.3561, 1.6137], [-1.4449, -1.0524, 1.5862], [-1.0460, -1.8037, 2.5863], [-1.6732, -1.8232, 3.8484], [-1.4868, -2.6660, 4.9311], [-0.7536, -3.8367, 5.0225], [0.0475, -4.3895, 4.0263], [0.4639, -3.8327, 2.8381], [0.1885, -2.5537, 2.2856], [0.9272, -1.9910, 1.3705], [2.1778, -2.5756, 0.9125], [3.1314, -1.4919, 0.4131], [4.2602, -1.5282, 2.2359], [4.6838, -0.2036, 1.1636], [3.4336, 0.3915, 3.3073], [1.9974, -0.3460, 2.6148], [3.4423, 1.7513, 1.0168], [2.5311, 2.2400, 2.4454], [2.4476, 3.7716, 1.3126], [2.1359, 5.8399, 0.4546], [0.6537, 6.5535, -1.2167], [-1.0175, 5.2669, -2.2463], [-1.7564, 3.1688, -1.6873], [-2.6562, 1.4758, -1.3207], [-3.0679, 2.1962, 0.2398], [-2.7025, -0.7337, -0.4811], [-4.1663, 0.0839, 0.0767], [-3.4898, -1.0147, 2.0141], [-2.6607, 0.5336, 2.2559], [-2.3819, -1.0180, 4.0027], [-2.0472, -2.3975, 5.8202], [-0.8320, -4.3909, 5.9493], [0.4428, -5.3776, 4.2347], [1.1328, -4.4392, 2.2397], [1.9712, -3.2804, 0.0985], [2.6666, -3.1331, 1.7189], [2.5594, -0.7628, -0.1702], [3.8641, -1.9327, -0.2633], [1.7665, 0.1521, -3.9187], [0.9670, -0.1656, -2.6417], [0.3944, -0.4134, -1.6612], [1.0480, 0.0392, -4.8794], [2.1588, 1.2887, -3.7914], [2.6820, -0.6355, -3.9489]],
  "mulliken_spin": [4.27, 0.00, 0.00, 0.01, 0.07, -0.04, 0.09, -0.04, 0.08, -0.04, 0.08, -0.02, 0.13, 0.00, 0.03, 0.00, 0.10, -0.03, 0.08, -0.03, 0.08, -0.03, 0.08, -0.03, 0.05, -0.01, 0.04, 0.00, 0.00, 0.00, 0.00, -0.01, 0.00, 0.01, 0.00, 0.00, 0.00, 0.01, 0.00, 0.00, 0.00, 0.00, 0.00, -0.01, 0.01, 0.00, 0.00, 0.00, 0.01, -0.01, -0.01, 0.00, 0.00, 0.00, 0.05, 0.03, 0.00, 0.00, 0.00]
}

{
  "formula": "C7H5KO2",
  "method": "ωB97M-V with the def2-TZVPD basis set",
  "e_above_lowest_kj_mol": 0.0,
  "s_squared": 0.77,
  "total_charge": 1,
  "multiplicity": 2,
  "e_lumo_ev": [-4.31, -4.16],
  "species": ["O", "C", "C", "C", "C", "O", "K", "H", "H", "H", "H", "C", "C", "C", "H"],
  "positions_angstrom": [[3.5918, 0.7250, -2.2093], [2.6033, 0.3958, -1.7099], [1.6318, -0.0924, -0.9423], [0.8515, 0.7672, -0.0229], [-0.8116, 0.8076, -0.2770], [-1.4356, 1.8635, -0.3165], [-3.4945, 3.7037, -1.6654], [1.4697, -1.1686, -1.0292], [1.2295, 1.7896, 0.0887], [0.9289, 0.3768, 1.0043], [-1.1391, 0.0428, -1.0115], [-1.4807, -1.5660, 2.0700], [-1.3776, -2.8079, 1.8047], [-1.1848, -4.0483, 1.3965], [-1.3827, -0.7889, 2.8198]],
  "mulliken_spin": [0.00, 0.00, 0.00, 0.00, -0.01, 0.01, 0.00, 0.00, 0.00, 0.00, 0.01, 0.48, 0.01, 0.48, 0.02]
}

{
  "formula": "C3H8N4O",
  "method": "ωB97M-V with the def2-TZVPD basis set",
  "e_above_lowest_kj_mol": 330.0,
  "e_lumo_ev": 0.44,
  "species": ["C", "N", "N", "C", "C", "N", "N", "O", "H", "H", "H", "H", "H", "H", "H", "H"],
  "positions_angstrom": [[1.2425, -1.9288, 1.0661], [-0.1621, 0.1145, 0.8709], [-0.6634, 1.6755, -0.5066], [0.0931, 0.3377, -0.4368], [0.3292, -0.8966, 1.6891], [-1.7841, 1.7869, -1.3834], [0.7345, -0.2428, -1.3596], [-0.0067, -0.9366, 2.8555], [-0.8064, 1.3002, 0.7238], [-0.0367, 2.4591, -0.6813], [-2.5194, 1.1987, -1.0026], [-1.5335, 1.4092, -2.2959], [0.7185, 0.2551, -2.2452], [2.1239, -1.4506, 0.6364], [0.7435, -2.4345, 0.2384], [1.5274, -2.6469, 1.8312]],
  "lowdin_charge": [-0.02, 0.07, -0.08, -0.46, -0.52, 0.04, 0.14, 0.05, 0.20, 0.15, 0.09, 0.08, 0.04, 0.08, 0.08, 0.08]
}

{
  "formula": "C5H33NO11",
  "method": "ωB97M-V with the def2-TZVPD basis set",
  "e_above_lowest_kj_mol": 454.3,
  "s_squared": 0.76,
  "total_charge": 1,
  "multiplicity": 2,
  "e_lumo_ev": [-2.81, -8.81],
  "species": ["C", "O", "C", "C", "C", "C", "N", "H", "H", "H", "H", "H", "H", "H", "H", "H", "H", "H", "H", "H", "H", "H", "O", "H", "H", "O", "H", "H", "O", "H", "H", "O", "H", "H", "O", "H", "H", "O", "H", "H", "O", "H", "H", "O", "H", "H", "O", "H", "H", "O"],
  "positions_angstrom": [[-0.6721, 2.5460, -1.5066], [0.0124, 3.4231, -0.7209], [-0.8700, 1.0326, -1.0734], [-1.2299, 0.0481, -2.2808], [-1.0428, -1.3661, -1.8889], [0.3194, -1.9060, -2.2561], [-1.9022, 1.0550, -0.0103], [-1.5811, 3.1007, -1.7729], [-0.0307, 2.4207, -2.4450], [-0.5786, 3.9677, -0.2107], [0.1302, 0.7374, -0.6872], [-2.2565, 0.3148, -2.6006], [-0.5367, 0.4176, -3.0358], [-1.4132, -1.5241, -0.7328], [-1.9858, -1.8857, -2.2941], [0.8059, -2.6816, -1.5984], [1.0894, -1.2014, -2.6016], [0.2666, -2.5339, -3.1663], [-2.9024, 0.9394, -0.3055], [-1.8851, 0.3293, 0.5746], [-2.9131, -4.0439, 0.0914], [-2.4589, -3.5667, -1.3234], [-3.2391, -3.5947, -0.7342], [-2.7979, 4.2308, 0.3695], [-2.1941, 2.8066, 0.7442], [-2.2510, 3.9262, 0.9497], [2.2383, 3.3449, 1.9060], [0.8911, 3.0760, 1.3630], [1.4689, 2.6921, 2.1490], [0.6094, -0.3798, 1.6750], [1.3230, 0.9633, 1.5969], [1.2951, 0.0454, 1.1339], [3.0541, -1.2263, 1.8114], [3.7514, -1.2905, 3.1127], [3.4086, -1.8254, 2.4827], [-3.8258, -1.6193, -1.1412], [-4.9301, -0.6893, -1.3005], [-4.0362, -0.7533, -1.3331], [2.0855, 4.2025, 0.1893], [3.5441, 4.2613, 0.8688], [2.5372, 4.5526, 0.9709], [0.7227, -3.2554, 3.9470], [1.4778, -3.3038, 2.6469], [0.6153, -3.3119, 2.9931], [5.3361, 0.2031, -1.3045], [4.5820, -0.9688, -1.0155], [5.4722, -0.7276, -1.0706], [-0.5038, -4.3368, 1.1446], [-0.1759, -5.6910, 0.4399], [-0.8647, -5.0054, 0.5747]],
  "mulliken_spin": [0.11, 0.10, 0.04, 0.14, 0.00, 0.00, 0.49, 0.00, 0.01, 0.00, -0.01, 0.00, 0.02, 0.03, 0.02, 0.00, 0.00, 0.00, 0.00, 0.01, 0.00, 0.00, 0.00, 0.00, -0.02, 0.05, 0.00, 0.00, 0.00, 0.00, 0.00, 0.00, 0.00, 0.00, 0.00, 0.00, 0.00, 0.01, 0.00, 0.00, 0.00, 0.00, 0.00, 0.00, 0.00, 0.00, 0.00, 0.00, 0.00, 0.00]
}

Number 1: E -66833.6544 eV, strongest force on any atom 1.8 eV/Å. Number 2: E -27745.8361 eV, strongest force on any atom 4.8 eV/Å. Number 3: E -11246.2031 eV, strongest force on any atom 0.9 eV/Å. Number 4: E -29721.3720 eV, strongest force on any atom 10.8 eV/Å.